No. 1
Computed, not measured: a molecular structure, C17H21MoN5O2, with the ωB97M-V functional and the def2-TZVPD basis.

Element x y z (Å)
1 N -1.53524 -2.55657 0.18693
2 C -1.36088 -3.63362 0.61013
3 C -1.06112 -5.01216 1.03471
4 H -1.84169 -5.56522 1.54977
5 H -0.20237 -5.07773 1.70971
6 H -0.81683 -5.64281 0.17336
7 N 0.60302 -0.85313 -2.92477
8 C 1.41581 -1.04094 -3.74703
9 C 2.56214 -0.94856 -4.60200
10 H 3.49220 -0.93853 -4.01244
11 H 2.53772 0.01063 -5.13929
12 H 2.54108 -1.76400 -5.31539
13 N -2.76181 -0.43206 -1.43399
14 C -3.73138 0.21399 -1.52325
15 C -4.85051 0.80696 -2.24641
16 H -4.70280 0.68258 -3.35544
17 H -4.88614 1.88332 -2.00157
18 H -5.80359 0.33008 -1.94624
19 Mo -1.47982 -1.54425 -2.56979
20 C -1.49804 -1.00965 -4.45137
21 O -1.38208 -0.86468 -5.61348
22 C -0.28608 -3.09786 -2.48700
23 O 0.56294 -3.92320 -2.55992
24 C 1.51548 -0.33563 1.21237
25 C 0.11993 -0.00384 1.67750
26 C -0.56082 0.96704 0.72774
27 C 0.09599 1.63770 -0.26939
28 C 1.40202 1.20508 -0.65215
29 C 2.05471 0.16368 0.07365
30 H 2.17966 -1.02727 1.85957
31 H -0.49394 -0.91610 1.84228
32 H -1.66595 1.02642 0.84654
33 H -0.51686 2.36161 -0.82049
34 H 1.87925 1.83911 -1.41065
35 H 3.12062 -0.03083 -0.20654
36 C 0.39371 3.79378 4.32315
37 N 1.27939 2.64701 4.17633
38 C 2.73779 2.88020 4.36950
39 C 0.84613 1.69585 3.42576
40 N 0.22050 0.77340 3.02921
41 H 0.81241 4.44768 5.07482
42 H -0.61525 3.53626 4.65266
43 H 0.30213 4.38222 3.39214
44 H 3.28007 2.03474 4.84289
45 H 3.24028 3.18213 3.43990
46 H 2.85822 3.71716 5.05797

<S²>	2.11
2S+1	3
net charge	+4
HOMO (alpha / beta)	-19.7803 / -20.5153	eV
HOMO-LUMO gap (alpha / beta)	0.217 / 0.110	hartree
calculated total energy	-1150.95716	Ha

---

No. 2
Computed, not measured: a molecular structure, C17H21N3O2Pt, with the ωB97M-V functional and the def2-TZVPD basis.

Element x y z (Å)
1 C 3.02155 2.15602 3.21688
2 C 3.92501 2.61723 2.06985
3 H 2.37043 2.97708 3.53056
4 H 3.65299 1.90238 4.07349
5 H 2.40548 1.28864 2.98799
6 H 3.37821 2.85318 1.16134
7 H 4.45549 3.52759 2.36328
8 H 4.68926 1.86807 1.83432
9 C -2.15959 0.38867 1.58163
10 C -3.55484 0.39403 1.71416
11 C -4.34655 0.57507 0.57415
12 C -3.73917 0.75625 -0.65765
13 H -1.44260 0.27576 2.39571
14 H -3.98293 0.28067 2.70773
15 H -5.43825 0.59235 0.66832
16 H -4.29629 0.89827 -1.56765
17 N -1.59945 0.50049 0.36925
18 C -2.33511 0.72270 -0.74503
19 C -1.54669 0.77392 -1.94788
20 N -0.21941 0.57927 -1.73461
21 C 0.66696 0.45970 -2.74183
22 C -1.12280 0.75877 -4.33376
23 C 0.23634 0.55668 -4.06165
24 H 1.70431 0.28776 -2.44819
25 H 0.96644 0.47595 -4.85374
26 C -2.01508 0.86076 -3.26935
27 H -3.08415 0.98052 -3.41733
28 H -1.47844 0.80934 -5.36361
29 Pt 0.47594 0.40660 0.19862
30 C 2.34534 0.78484 0.27169
31 H 2.43890 1.84912 0.01700
32 H 2.88864 0.19362 -0.47182
33 H 2.74680 0.57985 1.27070
34 O 1.94719 -1.93416 1.68883
35 C 1.02035 -2.37342 1.01738
36 C 0.58292 -3.81687 0.88951
37 C -0.72458 -3.76985 0.12111
38 C -0.82405 -2.35901 -0.41285
39 O -1.60310 -1.95795 -1.26972
40 N 0.15307 -1.61603 0.24646
41 H 1.32967 -4.40074 0.33794
42 H 0.46708 -4.25461 1.88444
43 H -0.78490 -4.49497 -0.69559
44 H -1.57041 -3.95357 0.79991

<S²>	2.01
relative energy (zero: lowest compared OMol25 entry of this formula, charge and spin)	0.00	kcal per mole
2S+1	3
net charge	0
HOMO (alpha / beta)	-6.2692 / -8.0725	eV
HOMO-LUMO gap (alpha / beta)	0.208 / 0.273	hartree
calculated total energy	-1094.38741	Ha

---

No. 3
Computed, not measured: a single C17H21N3O3S molecule, with the ωB97M-V functional and the def2-TZVPD basis.

Element x y z (Å)
1 C -7.59620 -0.27495 1.39875
2 C -6.09854 -0.05407 1.24179
3 C -5.68069 -0.20680 -0.22002
4 N -4.24956 -0.00262 -0.39199
5 C -3.78517 1.26904 -0.56701
6 S -4.74774 2.60437 -0.60648
7 N -2.44109 1.43468 -0.71890
8 C -1.52857 0.41189 -0.70076
9 C -0.16486 0.64562 -0.86693
10 C 0.71956 -0.42146 -0.85354
11 C 2.18935 -0.23587 -1.07499
12 O 2.85226 -1.04268 -1.69496
13 N 2.70450 0.89722 -0.54289
14 C 4.10680 1.22547 -0.62885
15 C 4.87099 0.90257 0.67328
16 C 5.17068 -0.59337 0.81067
17 C 6.53513 -0.70429 0.13350
18 C 7.17790 0.63269 0.50114
19 O 6.12120 1.56909 0.66420
20 C 0.24502 -1.72438 -0.68311
21 C -1.10026 -1.95589 -0.50118
22 C -2.00029 -0.89166 -0.50657
23 C -3.43671 -1.13435 -0.32510
24 O -3.91532 -2.22993 -0.13501
25 H -7.88573 -0.16798 2.44075
26 H -7.87127 -1.27251 1.06452
27 H -8.15051 0.45285 0.81094
28 H -5.54986 -0.78056 1.84470
29 H -5.83620 0.94852 1.58579
30 H -6.20517 0.52274 -0.84019
31 H -5.90309 -1.21776 -0.56677
32 H -2.13235 2.38781 -0.86110
33 H 0.17926 1.65505 -1.04026
34 H 2.13840 1.45500 0.07608
35 H 4.52338 0.65050 -1.45762
36 H 4.21924 2.29261 -0.83843
37 H 4.29074 1.29067 1.52226
38 H 5.24328 -0.86868 1.86349
39 H 4.41248 -1.20592 0.33016
40 H 6.41415 -0.78872 -0.94622
41 H 7.11730 -1.55092 0.48840
42 H 7.72652 0.55762 1.44958
43 H 7.85793 1.00868 -0.26751
44 H 0.95330 -2.53740 -0.70346
45 H -1.49022 -2.95191 -0.36018

relative energy (zero: lowest compared OMol25 entry of this formula, charge and spin)	7.55	kcal per mole
2S+1	1
net charge	0
HOMO	-8.6372	eV
HOMO-LUMO gap	0.306	hartree
calculated total energy	-1448.65236	Ha

---

Copy entry 2 word for word.
Computed, not measured: a molecular structure, C17H21N3O2Pt, with the ωB97M-V functional and the def2-TZVPD basis.

Element x y z (Å)
1 C 3.02155 2.15602 3.21688
2 C 3.92501 2.61723 2.06985
3 H 2.37043 2.97708 3.53056
4 H 3.65299 1.90238 4.07349
5 H 2.40548 1.28864 2.98799
6 H 3.37821 2.85318 1.16134
7 H 4.45549 3.52759 2.36328
8 H 4.68926 1.86807 1.83432
9 C -2.15959 0.38867 1.58163
10 C -3.55484 0.39403 1.71416
11 C -4.34655 0.57507 0.57415
12 C -3.73917 0.75625 -0.65765
13 H -1.44260 0.27576 2.39571
14 H -3.98293 0.28067 2.70773
15 H -5.43825 0.59235 0.66832
16 H -4.29629 0.89827 -1.56765
17 N -1.59945 0.50049 0.36925
18 C -2.33511 0.72270 -0.74503
19 C -1.54669 0.77392 -1.94788
20 N -0.21941 0.57927 -1.73461
21 C 0.66696 0.45970 -2.74183
22 C -1.12280 0.75877 -4.33376
23 C 0.23634 0.55668 -4.06165
24 H 1.70431 0.28776 -2.44819
25 H 0.96644 0.47595 -4.85374
26 C -2.01508 0.86076 -3.26935
27 H -3.08415 0.98052 -3.41733
28 H -1.47844 0.80934 -5.36361
29 Pt 0.47594 0.40660 0.19862
30 C 2.34534 0.78484 0.27169
31 H 2.43890 1.84912 0.01700
32 H 2.88864 0.19362 -0.47182
33 H 2.74680 0.57985 1.27070
34 O 1.94719 -1.93416 1.68883
35 C 1.02035 -2.37342 1.01738
36 C 0.58292 -3.81687 0.88951
37 C -0.72458 -3.76985 0.12111
38 C -0.82405 -2.35901 -0.41285
39 O -1.60310 -1.95795 -1.26972
40 N 0.15307 -1.61603 0.24646
41 H 1.32967 -4.40074 0.33794
42 H 0.46708 -4.25461 1.88444
43 H -0.78490 -4.49497 -0.69559
44 H -1.57041 -3.95357 0.79991

<S²>	2.01
relative energy (zero: lowest compared OMol25 entry of this formula, charge and spin)	0.00	kcal per mole
2S+1	3
net charge	0
HOMO (alpha / beta)	-6.2692 / -8.0725	eV
HOMO-LUMO gap (alpha / beta)	0.208 / 0.273	hartree
calculated total energy	-1094.38741	Ha